Entry 1:
DFT (ωB97M-V/def2-TZVPD) results for a molecular structure, C56H93NO26P2.

As for the LUMO energy: 0.00613 Eh. Its HOMO-LUMO gap is 8.9 eV. The HOMO energy comes out at -8.73 eV. As for the total charge: 0.

Each line ends with the Löwdin charge.
Positions of all 178 atoms, in Å:
1 C -0.976 -2.691 2.148  0.0539
2 C -1.578 -1.966 1.185  -0.2280
3 O -0.921 -1.571 0.003  -0.1608
4 P -0.115 -0.180 0.022  0.3535
5 O 0.067 0.311 1.391  -0.2415
6 O 1.245 -0.364 -0.718  -0.1369
7 C 1.290 -0.561 -2.164  -0.1649
8 C 0.541 -1.771 -2.688  -0.1764
9 C 0.908 -3.123 -2.069  -0.1923
10 C 2.417 -3.388 -1.991  -0.1868
11 C 3.072 -2.846 -0.708  -0.2152
12 C 4.037 -3.818 -0.037  -0.1982
13 C 4.828 -3.090 1.086  -0.1917
14 C 6.220 -2.700 0.581  -0.2087
15 C 6.712 -1.309 1.011  -0.2487
16 C 5.675 -0.176 0.881  -0.1073
17 O -0.991 0.875 -0.825  -0.3545
18 P -2.200 1.670 -0.031  0.6485
19 N -1.830 3.161 0.175  -0.2352
20 H -1.349 -3.675 2.414  0.0621
21 H -0.106 -2.283 2.657  0.0707
22 H -2.601 -1.610 1.267  0.1127
23 H 0.890 0.340 -2.628  0.0920
24 H 2.343 -0.590 -2.436  0.1267
25 H -0.539 -1.602 -2.630  0.0998
26 H 0.774 -1.817 -3.757  0.1270
27 H 0.472 -3.884 -2.723  0.1103
28 H 0.461 -3.288 -1.089  0.1001
29 H 2.537 -4.476 -1.960  0.1049
30 H 2.933 -3.048 -2.893  0.1132
31 H 3.554 -1.881 -0.889  0.0939
32 H 2.276 -2.630 0.009  0.1059
33 H 4.721 -4.247 -0.771  0.1034
34 H 3.438 -4.601 0.434  0.1110
35 H 4.237 -2.214 1.356  0.0930
36 H 4.867 -3.742 1.958  0.1058
37 H 6.932 -3.420 0.997  0.1080
38 H 6.315 -2.783 -0.503  0.0927
39 H 7.111 -1.297 2.026  0.1010
40 H 7.553 -1.058 0.357  0.0876
41 H 6.180 0.769 0.680  0.0663
42 H 5.202 -0.044 1.856  0.0622
43 H 4.914 -0.352 0.124  0.0576
44 H -3.345 1.465 -0.817  0.0154
45 H -2.461 1.008 1.170  0.0100
46 H -2.516 3.731 -0.314  -0.0277
47 O 5.737 -0.581 -3.033  0.1054
48 C 6.788 -1.110 -3.254  -0.4955
49 O 6.938 -2.450 -3.350  0.0148
50 C 8.333 -2.782 -3.505  -0.1464
51 C 8.987 -1.522 -4.054  -0.1451
52 C 8.135 -0.426 -3.416  -0.0718
53 H 8.732 -3.064 -2.528  0.1326
54 H 8.417 -3.629 -4.176  0.1014
55 H 10.048 -1.458 -3.824  0.1165
56 H 8.875 -1.488 -5.139  0.1188
57 H 8.500 -0.142 -2.428  0.1269
58 H 8.041 0.454 -4.047  0.1228
59 O -0.312 0.054 -6.544  0.1199
60 C -0.673 0.786 -5.670  -0.4897
61 O 0.117 1.766 -5.165  0.0168
62 C -0.536 2.415 -4.054  -0.1447
63 C -2.017 2.136 -4.252  -0.1394
64 C -2.000 0.768 -4.930  -0.0662
65 H -0.160 1.981 -3.127  0.0979
66 H -0.297 3.472 -4.063  0.1101
67 H -2.579 2.163 -3.320  0.0976
68 H -2.450 2.874 -4.928  0.1222
69 H -1.977 -0.050 -4.207  0.1184
70 H -2.824 0.624 -5.623  0.1250
71 O -2.596 -6.544 1.908  0.1254
72 C -3.171 -6.028 0.996  -0.4708
73 O -2.882 -4.763 0.590  -0.0048
74 C -3.791 -4.356 -0.446  -0.1590
75 C -4.319 -5.654 -1.045  -0.1492
76 C -4.302 -6.589 0.160  -0.0737
77 H -4.583 -3.754 0.007  0.1253
78 H -3.250 -3.743 -1.164  0.1192
79 H -5.296 -5.544 -1.512  0.1175
80 H -3.627 -6.028 -1.799  0.1112
81 H -5.224 -6.525 0.742  0.1361
82 H -4.102 -7.614 -0.114  0.0903
83 O -4.654 1.147 7.240  0.1068
84 C -3.831 1.155 6.367  -0.4664
85 O -3.295 0.013 5.880  0.0338
86 C -2.263 0.324 4.922  -0.1438
87 C -2.580 1.731 4.440  -0.1570
88 C -3.214 2.357 5.678  -0.0562
89 H -1.298 0.267 5.423  0.1164
90 H -2.288 -0.410 4.117  0.1115
91 H -1.710 2.266 4.074  0.1001
92 H -3.316 1.689 3.632  0.1108
93 H -2.463 2.797 6.338  0.1349
94 H -3.971 3.096 5.435  0.1254
95 O -10.478 -0.490 9.008  0.1086
96 C -9.372 -0.035 9.076  -0.4973
97 O -8.275 -0.727 8.700  0.0259
98 C -7.079 0.029 8.992  -0.1510
99 C -7.537 1.478 9.071  -0.1576
100 C -8.962 1.329 9.603  -0.0797
101 H -6.670 -0.329 9.940  0.1275
102 H -6.349 -0.135 8.208  0.0978
103 H -6.890 2.096 9.688  0.1163
104 H -7.559 1.910 8.070  0.1170
105 H -8.994 1.300 10.693  0.1276
106 H -9.637 2.096 9.235  0.1208
107 O -2.775 5.757 4.101  0.1100
108 C -2.225 6.209 3.138  -0.4918
109 O -2.874 6.459 1.980  0.0238
110 C -1.944 6.889 0.965  -0.1453
111 C -0.740 7.422 1.729  -0.1462
112 C -0.752 6.545 2.980  -0.0727
113 H -1.685 6.028 0.347  0.1097
114 H -2.417 7.644 0.343  0.1061
115 H 0.183 7.372 1.155  0.1147
116 H -0.908 8.464 2.009  0.1132
117 H -0.204 5.613 2.832  0.1252
118 H -0.382 7.056 3.865  0.1223
119 O -2.669 9.132 -1.843  0.1182
120 C -3.169 10.121 -1.396  -0.4914
121 O -4.492 10.206 -1.115  0.0258
122 C -4.829 11.537 -0.692  -0.1553
123 C -3.521 12.141 -0.195  -0.1539
124 C -2.496 11.447 -1.090  -0.0739
125 H -5.237 12.078 -1.549  0.1257
126 H -5.592 11.476 0.080  0.1246
127 H -3.503 13.228 -0.252  0.1143
128 H -3.354 11.856 0.844  0.1174
129 H -2.339 11.979 -2.029  0.1305
130 H -1.542 11.283 -0.596  0.1233
131 O 0.715 3.160 6.972  0.1237
132 C 1.169 2.722 5.956  -0.4812
133 O 0.440 1.960 5.106  -0.0149
134 C 1.264 1.483 4.022  -0.1490
135 C 2.432 2.459 3.961  -0.1419
136 C 2.584 2.866 5.426  -0.0714
137 H 1.587 0.464 4.246  0.1319
138 H 0.674 1.473 3.111  0.0871
139 H 3.325 2.024 3.518  0.1105
140 H 2.153 3.331 3.368  0.1159
141 H 3.232 2.185 5.980  0.1300
142 H 2.932 3.888 5.551  0.1228
143 O -3.404 -8.628 -1.823  0.1098
144 C -4.345 -9.296 -2.144  -0.4781
145 O -5.514 -8.746 -2.544  0.0243
146 C -6.500 -9.773 -2.760  -0.1481
147 C -5.700 -11.048 -2.998  -0.1505
148 C -4.462 -10.807 -2.135  -0.0670
149 H -7.129 -9.837 -1.869  0.1279
150 H -7.119 -9.491 -3.607  0.1246
151 H -6.251 -11.951 -2.747  0.1162
152 H -5.409 -11.111 -4.047  0.1183
153 H -4.607 -11.135 -1.104  0.1348
154 H -3.563 -11.260 -2.542  0.1265
155 O 1.473 6.340 -2.022  0.1256
156 C 2.013 5.871 -2.979  -0.4813
157 O 1.375 5.040 -3.844  -0.0035
158 C 2.297 4.544 -4.833  -0.1564
159 C 3.434 5.558 -4.859  -0.1506
160 C 3.457 6.043 -3.411  -0.0727
161 H 2.632 3.551 -4.525  0.1292
162 H 1.779 4.459 -5.785  0.1274
163 H 4.374 5.134 -5.205  0.1157
164 H 3.175 6.387 -5.519  0.1180
165 H 4.084 5.414 -2.776  0.1318
166 H 3.760 7.082 -3.315  0.1240
167 O 8.321 -6.364 -3.634  0.1233
168 C 7.280 -6.267 -4.213  -0.4859
169 O 7.031 -5.259 -5.084  -0.0011
170 C 5.669 -5.320 -5.545  -0.1442
171 C 5.244 -6.768 -5.331  -0.1486
172 C 6.056 -7.154 -4.095  -0.0681
173 H 5.075 -4.619 -4.955  0.1244
174 H 5.639 -5.017 -6.589  0.1258
175 H 4.169 -6.884 -5.213  0.1156
176 H 5.557 -7.376 -6.181  0.1171
177 H 5.538 -6.903 -3.168  0.1308
178 H 6.345 -8.201 -4.083  0.1254

***

Entry 2:
DFT (ωB97M-V/def2-TZVPD) results for 19 unconnected molecules or ions with the total composition C57H114O57.

As for the LUMO energy: 0.01564 Eh. Its HOMO-LUMO gap is 10.7 eV. The HOMO energy comes out at -10.25 eV. As for the relative energy (zero: lowest compared OMol25 entry of this formula, charge and spin): 82.5 kcal per mole. As for the total charge: 0.

Each line ends with the Löwdin charge.
Positions of all 228 atoms, in Å:
1 C -0.849 -7.176 7.040  -0.0567
2 O -0.869 -6.608 5.744  0.0051
3 C -1.676 -5.563 5.596  -0.5944
4 O -2.354 -5.024 6.472  0.1096
5 O -1.632 -5.248 4.320  -0.0157
6 C -2.265 -4.049 3.937  -0.0266
7 H -1.765 -7.503 7.531  0.0987
8 H -0.302 -6.559 7.753  0.0982
9 H -0.276 -8.095 6.915  0.0920
10 H -2.387 -3.272 4.691  0.0763
11 H -3.183 -4.520 3.586  0.1109
12 H -1.723 -3.443 3.210  0.0950
13 C -8.833 -1.017 -3.421  -0.0507
14 O -7.679 -0.670 -2.718  -0.0127
15 C -6.499 -1.289 -2.800  -0.5186
16 O -6.312 -2.336 -3.390  0.1238
17 O -5.621 -0.590 -1.984  -0.0306
18 C -4.224 -0.785 -2.082  -0.0369
19 H -9.585 -1.457 -2.766  0.1003
20 H -8.656 -1.588 -4.333  0.0971
21 H -9.158 -0.051 -3.809  0.0947
22 H -3.847 -1.741 -1.717  0.0737
23 H -3.747 -0.131 -1.353  0.0803
24 H -3.869 -0.556 -3.087  0.0933
25 C -1.629 -0.040 0.924  -0.0401
26 O -0.357 -0.498 0.640  0.0046
27 C 0.298 -0.390 -0.490  -0.5465
28 O -0.166 0.089 -1.522  0.0991
29 O 1.578 -0.819 -0.311  -0.0084
30 C 2.671 -0.273 -1.006  -0.0483
31 H -1.590 0.209 1.984  0.0991
32 H -2.494 -0.670 0.714  0.0871
33 H -1.767 0.909 0.406  0.0763
34 H 2.308 0.642 -1.475  0.0866
35 H 3.088 -0.774 -1.879  0.0829
36 H 3.390 0.023 -0.242  0.0738
37 C 0.492 -6.200 2.416  -0.0249
38 O 1.784 -5.651 2.237  -0.0179
39 C 2.196 -4.840 1.230  -0.4764
40 O 1.416 -4.271 0.384  0.0414
41 O 3.530 -4.724 1.298  0.0145
42 C 4.242 -3.926 0.421  -0.0731
43 H -0.314 -5.589 2.009  0.0848
44 H 0.474 -6.310 3.500  0.0881
45 H 0.470 -7.178 1.935  0.1008
46 H 3.881 -2.950 0.096  0.1009
47 H 4.720 -4.600 -0.291  0.1019
48 H 5.113 -3.580 0.977  0.0881
49 C -3.984 -4.715 -5.111  -0.0241
50 O -3.619 -4.971 -3.743  0.0205
51 C -2.802 -4.109 -3.174  -0.5596
52 O -2.473 -3.043 -3.631  0.1078
53 O -2.449 -4.520 -1.895  -0.0399
54 C -1.459 -3.928 -1.067  -0.0349
55 H -4.811 -5.363 -5.404  0.0952
56 H -3.218 -4.772 -5.884  0.0993
57 H -4.450 -3.730 -5.137  0.0824
58 H -1.891 -3.159 -0.426  0.0816
59 H -0.690 -3.383 -1.614  0.0901
60 H -1.033 -4.680 -0.402  0.0802
61 C -2.307 -0.324 -5.606  -0.0809
62 O -2.772 0.572 -6.514  0.0079
63 C -2.818 0.392 -7.848  -0.5705
64 O -3.039 1.245 -8.678  0.1219
65 O -2.710 -0.902 -8.164  -0.0132
66 C -2.478 -1.369 -9.500  -0.0278
67 H -3.124 -1.029 -5.456  0.0914
68 H -2.171 0.229 -4.676  0.0843
69 H -1.387 -0.844 -5.874  0.0969
70 H -3.067 -0.829 -10.241  0.0913
71 H -2.698 -2.419 -9.690  0.0902
72 H -1.432 -1.225 -9.771  0.0942
73 C -2.075 2.713 -2.577  -0.0361
74 O -3.274 2.466 -1.911  -0.0033
75 C -4.383 3.072 -2.216  -0.5936
76 O -4.528 3.817 -3.215  0.0856
77 O -5.316 2.643 -1.397  -0.0230
78 C -6.655 3.186 -1.381  -0.0055
79 H -2.114 3.684 -3.071  0.1014
80 H -1.862 1.967 -3.343  0.0882
81 H -1.259 2.742 -1.856  0.0659
82 H -7.270 2.978 -2.256  0.0973
83 H -6.628 4.258 -1.185  0.1021
84 H -7.129 2.636 -0.568  0.0838
85 C 5.958 2.438 5.796  0.0115
86 O 4.544 2.429 5.430  -0.0123
87 C 3.607 2.413 6.345  -0.5725
88 O 3.775 2.407 7.575  0.0767
89 O 2.432 2.177 5.690  -0.0311
90 C 1.226 2.064 6.504  -0.0139
91 H 6.187 2.830 6.786  0.0888
92 H 6.471 3.023 5.032  0.0950
93 H 6.134 1.362 5.815  0.0962
94 H 0.865 3.077 6.685  0.0960
95 H 1.414 1.518 7.428  0.0790
96 H 0.442 1.625 5.888  0.0903
97 C 6.477 3.994 0.289  0.0037
98 O 5.813 3.319 1.404  0.0126
99 C 4.785 2.535 1.223  -0.5925
100 O 4.195 2.291 0.208  0.1168
101 O 4.510 1.882 2.403  -0.0200
102 C 3.435 0.964 2.456  -0.0539
103 H 6.599 3.382 -0.604  0.0942
104 H 7.432 4.419 0.596  0.0931
105 H 5.844 4.838 0.014  0.0881
106 H 2.855 1.320 3.308  0.0769
107 H 3.877 -0.013 2.650  0.0879
108 H 2.709 1.035 1.646  0.0834
109 C 2.148 6.847 -1.579  -0.0296
110 O 2.322 6.119 -2.771  0.0443
111 C 1.562 5.111 -2.949  -0.6000
112 O 0.762 4.644 -2.167  0.1104
113 O 1.797 4.684 -4.232  0.0180
114 C 1.185 3.478 -4.599  -0.0799
115 H 1.902 6.284 -0.679  0.0961
116 H 1.267 7.458 -1.777  0.1025
117 H 2.976 7.533 -1.401  0.0998
118 H 0.181 3.562 -5.017  0.0940
119 H 1.168 2.715 -3.821  0.0919
120 H 1.631 3.007 -5.475  0.0706
121 C -1.597 -0.926 6.236  -0.0202
122 O -0.956 -0.664 7.463  0.0235
123 C -1.173 0.386 8.170  -0.5605
124 O -1.923 1.377 7.918  0.0623
125 O -0.278 0.432 9.195  -0.0222
126 C -0.033 1.642 9.893  -0.0655
127 H -2.507 -1.521 6.315  0.0998
128 H -1.005 -1.706 5.758  0.0728
129 H -1.708 -0.062 5.580  0.1099
130 H 0.504 1.480 10.827  0.0963
131 H -0.871 2.305 10.109  0.0895
132 H 0.516 2.389 9.320  0.0805
133 C 3.242 -0.543 -7.484  -0.0154
134 O 2.445 0.430 -8.178  0.0348
135 C 1.420 0.966 -7.624  -0.5741
136 O 1.041 0.872 -6.443  0.0814
137 O 0.902 1.785 -8.576  -0.0032
138 C -0.088 2.760 -8.278  -0.0400
139 H 2.903 -1.548 -7.236  0.0897
140 H 3.477 -0.117 -6.508  0.0700
141 H 4.202 -0.610 -7.997  0.1005
142 H -0.945 2.274 -7.813  0.0703
143 H -0.531 3.102 -9.214  0.0964
144 H 0.209 3.663 -7.744  0.0930
145 C 1.005 -1.764 -4.024  -0.0483
146 O 1.828 -2.797 -3.478  -0.0312
147 C 3.149 -2.971 -3.930  -0.4702
148 O 3.765 -2.193 -4.669  0.0936
149 O 3.740 -4.046 -3.360  -0.0057
150 C 3.115 -4.967 -2.588  -0.0962
151 H 1.089 -1.514 -5.082  0.0728
152 H 1.112 -0.763 -3.606  0.0838
153 H -0.027 -2.114 -3.976  0.0774
154 H 3.809 -5.777 -2.359  0.1029
155 H 2.276 -5.463 -3.078  0.1067
156 H 2.818 -4.499 -1.650  0.0661
157 C -6.125 -0.077 1.199  -0.0635
158 O -5.941 -1.437 0.933  -0.0309
159 C -5.099 -2.140 1.775  -0.4913
160 O -4.678 -1.805 2.896  0.0968
161 O -4.722 -3.350 1.276  -0.0166
162 C -5.193 -3.774 -0.029  -0.0112
163 H -6.027 0.207 2.247  0.0702
164 H -7.078 0.340 0.873  0.1031
165 H -5.335 0.509 0.730  0.0761
166 H -5.183 -2.853 -0.613  0.0585
167 H -6.232 -4.103 -0.052  0.1021
168 H -4.544 -4.514 -0.497  0.0915
169 C 1.614 -1.737 3.336  -0.0473
170 O 1.223 -1.680 4.701  -0.0486
171 C 2.178 -1.181 5.640  -0.4153
172 O 3.339 -0.784 5.320  0.0761
173 O 1.678 -1.517 6.858  -0.0341
174 C 2.509 -1.587 8.010  -0.0222
175 H 1.013 -2.557 2.945  0.0893
176 H 2.612 -2.109 3.104  0.0930
177 H 1.489 -0.779 2.830  0.0798
178 H 3.192 -0.738 7.980  0.0960
179 H 2.958 -2.565 8.183  0.0986
180 H 1.839 -1.427 8.855  0.0889
181 C 5.652 3.426 -7.963  -0.0268
182 O 4.906 2.658 -7.017  -0.0386
183 C 5.198 2.598 -5.691  -0.5352
184 O 6.169 3.121 -5.128  0.0957
185 O 4.242 1.837 -5.154  -0.0094
186 C 4.232 1.625 -3.748  -0.0207
187 H 6.705 3.147 -7.928  0.0928
188 H 5.597 4.462 -7.629  0.0975
189 H 5.195 3.180 -8.922  0.0984
190 H 4.288 0.549 -3.580  0.0793
191 H 3.303 1.935 -3.271  0.0743
192 H 4.920 2.267 -3.197  0.1008
193 C 7.104 -0.615 2.599  0.0022
194 O 6.212 -1.030 1.559  0.0214
195 C 6.575 -0.696 0.379  -0.6583
196 O 7.335 0.161 0.010  0.1337
197 O 5.824 -1.379 -0.495  -0.0370
198 C 6.246 -1.453 -1.844  -0.0254
199 H 7.585 0.325 2.329  0.0946
200 H 7.892 -1.368 2.571  0.1043
201 H 6.607 -0.483 3.560  0.0982
202 H 5.806 -2.313 -2.348  0.0878
203 H 7.313 -1.675 -1.875  0.1023
204 H 6.015 -0.525 -2.365  0.0886
205 C -0.471 5.359 4.296  -0.0396
206 O -0.125 3.955 4.193  -0.0681
207 C 0.024 3.224 2.955  -0.4631
208 O 0.252 2.029 2.887  0.1153
209 O -0.216 4.012 1.886  -0.0262
210 C -0.505 3.496 0.553  -0.0104
211 H -0.703 5.529 5.348  0.0945
212 H -1.310 5.623 3.652  0.0847
213 H 0.397 5.914 3.942  0.0911
214 H 0.176 2.732 0.178  0.0970
215 H -0.484 4.349 -0.126  0.0800
216 H -1.528 3.118 0.551  0.0763
217 C -7.282 3.068 5.925  -0.0518
218 O -6.844 3.578 4.701  0.0228
219 C -6.158 2.803 3.891  -0.5585
220 O -5.830 1.612 4.096  0.0825
221 O -5.714 3.574 2.909  0.0282
222 C -4.725 3.113 2.019  -0.0483
223 H -8.327 3.340 6.078  0.0928
224 H -6.758 3.655 6.680  0.0986
225 H -7.177 2.008 6.153  0.1012
226 H -3.838 2.598 2.389  0.1030
227 H -4.167 3.920 1.545  0.0925
228 H -5.156 2.623 1.145  0.0652

***

Which value of LUMO does entry 2 give? 0.01564 Eh

***

Which of these has the highest HOMO? C56H93NO26P2